Entry 1:
Formula: C26H26AsF6N2O7SSr
Source: the Open Molecules 2025 dataset
Level of theory: ωB97M-V/def2-TZVPD

XYZ file:
```
70
Properties=species:S:1:pos:R:3:forces:R:3
Sr -0.025149 0.193637 0.680206 0.31 -0.62 -0.95
C -2.852938 1.972355 1.871064 0.11 -0.26 -0.02
O -2.296896 0.670856 1.710119 -0.18 -0.19 0.09
C -3.269331 -0.360297 1.625280 -0.05 0.26 0.03
C -2.578114 -1.690998 1.772348 0.10 -0.21 -0.25
O -1.610164 -1.923499 0.742618 -0.04 -0.04 0.12
C -2.067946 -2.609219 -0.431501 -0.20 0.15 0.52
C -0.841444 -3.048720 -1.187605 0.22 0.08 -0.07
O -0.135550 -1.962964 -1.760008 -0.07 0.01 0.01
C -0.653841 -1.603229 -3.027113 0.02 0.04 -0.04
H -3.351788 2.041716 2.839516 -0.06 0.04 -0.01
H -2.025784 2.677123 1.840657 -0.01 0.02 -0.01
H -3.558177 2.177829 1.061186 -0.03 0.09 0.01
H -3.995061 -0.257179 2.440028 -0.02 0.02 0.00
H -3.802685 -0.282741 0.670210 -0.02 -0.01 -0.02
H -2.031306 -1.713190 2.714890 0.03 0.04 0.00
H -3.315273 -2.498994 1.775763 -0.04 0.02 0.00
H -2.639424 -3.494889 -0.131194 -0.01 0.01 0.03
H -2.722557 -1.944122 -1.000366 0.07 -0.04 -0.17
H -0.165494 -3.529480 -0.479467 0.05 0.02 0.01
H -1.095802 -3.783202 -1.959905 -0.12 0.03 0.00
H -0.601704 -2.454588 -3.713122 -0.02 -0.01 -0.02
H -1.686497 -1.249893 -2.959426 0.01 -0.02 -0.01
H -0.035289 -0.799099 -3.418538 0.02 0.04 0.04
S 4.331163 -2.700604 0.139235 0.29 -0.16 -0.06
C 3.376140 -3.595880 1.257889 0.35 -0.37 0.20
C 3.734344 -4.719747 2.007955 -0.08 0.09 -0.05
C 2.772884 -5.279007 2.819201 -0.14 0.04 0.04
C 1.479128 -4.732877 2.891332 0.07 -0.05 0.02
C 1.134180 -3.620486 2.156468 0.09 -0.07 0.01
C 2.105053 -3.049522 1.328884 -0.78 0.70 -0.29
N 1.884207 -1.937518 0.489480 0.66 -0.37 0.24
C 2.970595 -1.692907 -0.178966 -0.31 0.80 -0.65
C 3.087225 -0.625748 -1.219504 0.00 -0.31 0.29
C 4.236171 -0.426617 -1.990241 0.34 -0.05 -0.15
C 4.274926 0.549741 -2.976328 -0.21 0.00 0.11
C 3.169674 1.361433 -3.222511 0.05 0.12 -0.12
C 2.001810 1.214627 -2.472073 0.45 -0.31 0.04
C 2.066390 0.229555 -1.530009 -0.68 0.05 0.30
H 4.727566 -5.144721 1.952586 0.00 0.04 -0.03
H 3.020069 -6.151374 3.409887 -0.03 0.01 0.00
H 0.745427 -5.192337 3.541009 0.02 0.00 0.00
H 0.147258 -3.182203 2.204437 0.03 -0.01 0.01
H 5.114970 -1.044595 -1.836013 -0.05 0.00 0.04
H 5.176198 0.677512 -3.559548 0.00 0.01 0.00
H 3.216682 2.121831 -3.993140 0.01 -0.02 0.01
H 1.130159 1.837075 -2.615230 0.00 0.03 0.00
O -1.680118 0.595320 -1.145060 -0.27 -0.02 -0.25
C -2.069329 1.618415 -1.705291 0.36 0.29 0.26
C -1.529647 2.950907 -1.556078 -0.59 -0.05 -0.43
C -2.220537 3.963748 -2.249420 0.18 -0.30 0.20
C -1.814341 5.254474 -2.118020 -0.43 0.82 -0.42
C -0.726229 5.615806 -1.306320 0.22 -0.16 0.21
C -0.036401 4.651119 -0.630356 -0.07 0.17 -0.14
C -0.396540 3.270580 -0.733789 0.20 -0.46 0.18
O 0.263983 2.373796 -0.127444 -0.10 0.62 -0.25
N -2.546869 6.319607 -2.845683 0.46 -0.46 0.27
O -3.492895 5.989236 -3.535440 -0.03 0.06 0.02
O -2.144085 7.460555 -2.718988 -0.12 -0.03 -0.03
H -2.934848 1.547583 -2.385787 -0.02 0.01 -0.06
H -3.071143 3.722113 -2.873667 0.00 0.03 0.00
H -0.448467 6.656742 -1.223299 -0.04 0.01 -0.04
H 0.804000 4.895119 0.005455 0.00 0.01 -0.01
F 0.263389 -0.778851 2.798715 0.11 0.03 0.86
As 0.817815 0.547816 3.930451 -0.35 0.04 -0.93
F 0.342710 1.666644 2.594569 0.08 -0.17 0.71
F -0.804953 0.617614 4.469589 -0.19 0.05 0.29
F 1.316085 1.847697 4.904491 0.04 0.08 0.04
F 1.241786 -0.642452 5.067666 0.09 -0.12 0.18
F 2.322638 0.433580 3.103291 0.32 -0.07 0.11
```
Positions in Å, forces in eV/Å.

Values from the calculation:
LUMO (alpha / beta)   -0.367 / -1.183 eV
Spin multiplicity   2
ΔE to the lowest compared entry with this formula, charge and spin   0.345 eV
Gap between HOMO and LUMO (alpha / beta)   0.2947 / 0.2654 Ha
⟨S²⟩   0.76
HOMO (alpha / beta)   -8.39 / -8.41 eV
Max |F|   1.182 eV Å⁻¹

=====

Entry 2:
Formula: CN2O3S
Source: the Open Molecules 2025 dataset
Level of theory: ωB97M-V/def2-TZVPD

XYZ file:
```
7
Properties=species:S:1:pos:R:3:forces:R:3
C -0.521020 0.221037 -0.502877 -2.17 1.99 -2.55
N 0.563710 -0.272819 0.017156 4.06 -1.52 0.89
N -1.909406 -0.442290 -0.101670 3.26 -0.51 -3.15
O -0.566336 1.117921 -1.321313 -0.24 -1.23 1.23
O -2.480677 -0.191637 0.885454 -1.59 0.75 3.06
O 2.793308 0.065231 1.108821 -0.83 -1.26 -2.41
S 2.120422 -0.497443 -0.085572 -2.49 1.78 2.93
```
Positions in Å, forces in eV/Å.

Values from the calculation:
LUMO (alpha / beta)   -2.691 / -2.651 eV
Spin multiplicity   3
ΔE to the lowest compared entry with this formula, charge and spin   0.600 eV
Gap between HOMO and LUMO (alpha / beta)   0.2134 / 0.3226 Ha
⟨S²⟩   2.02
HOMO (alpha / beta)   -8.50 / -11.43 eV
Max |F|   4.561 eV Å⁻¹

=====

Entry 3:
Formula: C21H24N2O4
Source: the Open Molecules 2025 dataset
Level of theory: ωB97M-V/def2-TZVPD

XYZ file:
```
51
Properties=species:S:1:pos:R:3:forces:R:3
C 1.673422 2.534871 -1.962972 -0.12 0.32 -0.23
O 2.123964 1.502204 -1.103719 0.35 -0.52 0.08
C 3.116751 0.702130 -1.639998 0.04 -0.08 -0.07
C 4.420003 0.842917 -1.183304 -0.21 0.10 0.05
C 5.421239 0.022480 -1.672251 0.01 0.00 -0.03
C 5.130358 -0.933861 -2.629969 0.06 -0.08 -0.03
C 3.832834 -1.079719 -3.088515 -0.08 0.06 0.05
C 2.815789 -0.278275 -2.589540 0.09 0.38 0.04
C 1.422391 -0.412873 -3.129284 0.05 -0.13 0.10
O 1.128972 -0.006719 -4.239776 0.10 0.14 -0.25
N 0.525573 -1.014496 -2.316882 -0.16 -0.16 -0.03
C 0.777267 -1.498503 -0.981935 0.10 0.19 0.45
C -0.057773 -0.692364 0.025555 0.46 -0.27 0.08
N -1.451976 -0.766377 -0.346812 0.04 0.24 -0.14
C -2.424650 -1.448161 0.289727 0.02 0.01 0.30
O -3.530499 -1.613906 -0.193312 -0.29 -0.22 0.03
C -2.098639 -2.022131 1.674838 -0.23 -0.20 0.00
O -1.455489 -1.141091 2.566112 0.02 0.15 0.17
C -2.165660 -0.078380 3.065363 -0.02 0.13 0.10
C -3.457228 0.260974 2.690338 0.10 -0.31 -0.19
C -4.063357 1.358546 3.282076 0.02 0.12 0.12
C -3.400794 2.112303 4.229315 -0.08 0.01 -0.04
C -2.101820 1.782101 4.606090 0.01 -0.09 -0.09
C -1.386622 2.594819 5.642530 -0.03 -0.02 0.01
C -1.495495 0.687275 4.017835 -0.02 -0.09 -0.11
C -1.699178 -0.267073 -1.686322 -0.24 -0.15 -0.30
C -0.871633 -1.068770 -2.693361 -0.29 0.28 -0.20
H 0.866607 3.037859 -1.432336 0.02 0.03 -0.05
H 1.303508 2.141835 -2.913307 0.01 0.02 0.04
H 2.477622 3.250260 -2.164087 -0.03 -0.03 0.03
H 4.631115 1.598073 -0.441592 0.00 0.09 0.08
H 6.431922 0.138216 -1.310785 0.08 0.01 0.03
H 5.912816 -1.566023 -3.021072 0.07 -0.06 -0.03
H 3.595179 -1.821082 -3.836674 -0.02 -0.07 -0.09
H 1.836705 -1.411967 -0.742547 -0.10 -0.07 -0.01
H 0.485478 -2.555876 -0.934869 0.06 0.05 0.05
H 0.098577 -1.067013 1.033824 -0.01 0.05 -0.08
H 0.264009 0.354017 -0.012204 -0.01 -0.13 0.06
H -1.413455 -2.868851 1.557512 -0.11 0.09 0.01
H -3.039753 -2.395618 2.096995 0.14 0.08 -0.14
H -3.996106 -0.303339 1.947241 -0.05 -0.11 -0.10
H -5.069386 1.621683 2.990712 -0.08 0.02 -0.03
H -3.887424 2.963544 4.682091 -0.06 0.10 0.04
H -0.343086 2.301010 5.717426 0.08 0.03 0.05
H -1.855504 2.455377 6.616358 0.03 0.03 0.09
H -1.437738 3.654542 5.398630 0.04 0.07 0.03
H -0.490567 0.399658 4.287465 0.14 -0.03 0.05
H -2.764408 -0.370339 -1.896124 0.15 0.07 0.01
H -1.413204 0.788571 -1.726793 0.00 -0.03 -0.03
H -0.966721 -0.650976 -3.696757 -0.02 -0.11 0.13
H -1.206407 -2.111865 -2.698781 -0.01 0.05 0.00
```
Positions in Å, forces in eV/Å.

Values from the calculation:
SMILES string   COc1ccccc1C(=O)N1CCN(C(=O)COc2cccc(C)c2)CC1
LUMO   0.634 eV
ΔE to the lowest compared entry with this formula, charge and spin   2.351 eV
Gap between HOMO and LUMO   0.3390 Ha
HOMO   -8.59 eV
Max |F|   0.633 eV Å⁻¹

=====

Entry 4:
Formula: C6H19NO3
Source: the Open Molecules 2025 dataset
Level of theory: ωB97M-V/def2-TZVPD

XYZ file:
```
29
Properties=species:S:1:pos:R:3:forces:R:3
C 0.245509 -3.448723 -2.204721 -0.22 0.22 0.12
O 1.254995 -2.745490 -1.502341 -0.76 -0.04 -0.09
C 0.731493 -1.760389 -0.632394 0.33 0.53 0.84
C 1.483516 -0.447402 -0.852800 -0.09 -0.10 0.01
C 1.225426 0.099611 -2.252470 0.60 0.54 -0.14
N 2.925846 -0.570391 -0.596599 -0.02 -0.51 -0.06
H 0.749210 -4.111516 -2.901964 -0.11 -0.03 -0.09
H -0.425534 -2.752306 -2.722875 0.25 -0.01 -0.27
H -0.420084 -4.024018 -1.548501 0.32 -0.14 0.17
H -0.341833 -1.547316 -0.704119 -0.04 -0.41 -0.57
H 0.875937 -2.095171 0.403347 0.10 -0.03 0.00
H 1.102382 0.291948 -0.140844 -0.07 -0.09 0.06
H 1.358137 -0.632181 -3.049272 -0.03 -0.21 0.15
H 1.970503 0.880995 -2.429535 -0.12 0.00 -0.06
H 0.246694 0.566495 -2.358803 -0.13 -0.18 0.13
H 3.069234 -0.821287 0.379901 -0.07 0.19 -0.02
H 3.251339 -1.401333 -1.092705 0.04 0.25 -0.15
C -3.562393 2.716341 1.456261 0.08 -0.45 -0.18
O -2.920231 2.577352 0.197666 -0.03 0.14 -0.17
H -3.517541 3.734901 1.838558 0.05 0.07 0.08
H -4.600262 2.380350 1.414073 -0.10 0.08 0.02
H -3.026217 2.035563 2.112174 -0.02 0.16 0.26
H -3.396556 3.102661 -0.451474 0.04 -0.01 0.00
C -0.013585 1.135572 3.066058 0.82 -0.09 -0.37
O 1.065135 2.075340 3.140853 -0.48 0.16 0.31
H -0.815961 1.386172 3.755720 0.16 0.28 0.10
H -0.411907 1.125209 2.048808 -0.18 -0.21 0.09
H 0.392794 0.156627 3.339386 -0.36 -0.14 -0.13
H 1.503943 2.092383 2.288603 0.03 0.00 -0.04
```
Positions in Å, forces in eV/Å.

Values from the calculation:
SMILES string   COC[C@H](C)N.CO.CO
LUMO   0.681 eV
ΔE to the lowest compared entry with this formula, charge and spin   2.101 eV
Gap between HOMO and LUMO   0.3671 Ha
HOMO   -9.31 eV
Max |F|   1.047 eV Å⁻¹